P) Formula: C3H3BrO2
Source: the OMol25 dataset
Level of theory: ωB97M-V with the def2-TZVPD basis set

Structure (XYZ):
```
9
Properties=species:S:1:pos:R:3:mulliken_charge:R:1
C 1.434 0.877 0.125 0.231
C -1.038 -0.597 0.494 -0.203
C -0.661 0.245 -0.656 -0.088
O 1.910 1.961 0.038 -0.344
O -0.327 -1.086 -0.651 -0.286
Br 2.457 -0.749 0.260 -0.098
H -0.350 -0.527 1.340 0.222
H -2.128 -0.845 0.374 0.243
H -1.298 0.721 -1.325 0.322
```

Properties
LUMO energy (spin up / spin down) (eV): -0.72 / -0.72
HOMO (spin up / spin down) (eV): -8.86 / -8.86
Multiplicity: 1
Charge: 0

=====

Q) Formula: C3H3BrO2
Source: the OMol25 dataset
Level of theory: ωB97M-V with the def2-TZVPD basis set

Structure (XYZ):
```
9
Properties=species:S:1:pos:R:3:mulliken_charge:R:1
C -0.867 1.006 -0.039 0.077
C 1.262 -0.441 0.116 -0.026
C -0.223 -0.301 -0.301 -0.101
O -0.196 1.969 -0.181 -0.415
O 2.192 -0.940 -0.411 -0.431
Br -1.090 -1.739 0.726 -0.080
H -1.936 0.884 0.398 0.268
H 1.218 0.028 1.038 0.351
H -0.361 -0.468 -1.346 0.355
```

Properties
LUMO energy (eV): 0.04
HOMO (eV): -10.46
Multiplicity: 1
Charge: 0
SMILES: O=CC(Br)C=O

=====

R) Formula: C3H3BrO2
Source: the OMol25 dataset
Level of theory: ωB97M-V with the def2-TZVPD basis set

Structure (XYZ):
```
9
Properties=species:S:1:pos:R:3:mulliken_charge:R:1
C 0.401 -1.556 -0.046 0.006
C 0.288 1.258 0.213 -0.419
C -0.442 0.102 -0.167 0.407
O 1.468 -1.819 -0.457 -0.368
O -0.136 0.946 -1.153 -0.353
Br -2.340 -0.059 0.044 -0.171
H -0.223 -2.165 0.437 0.380
H -0.262 2.134 0.712 0.216
H 1.246 1.158 0.416 0.302
```

Properties
LUMO energy (eV): 0.50
HOMO (eV): -9.64
Multiplicity: 1
Charge: 0
SMILES: O=C[C@@]1(Br)CO1

=====

Quick one: least stable of them? P)

=====

P) Formula: C3H3BrO2
Source: the OMol25 dataset
Level of theory: ωB97M-V with the def2-TZVPD basis set

Structure (XYZ):
```
9
Properties=species:S:1:pos:R:3:mulliken_charge:R:1
C -0.011 -0.365 -0.056 0.399
C -1.692 -0.655 -0.090 0.072
C 1.039 0.869 0.318 -0.487
O 0.466 -1.303 -0.643 -0.390
O -2.423 -0.828 0.829 -0.379
Br 2.862 0.238 0.072 -0.086
H -2.070 -0.790 -1.224 0.253
H 0.812 1.205 1.375 0.342
H 1.016 1.629 -0.582 0.275
```

Properties
LUMO energy (eV): 0.06
HOMO (eV): -9.73
Multiplicity: 1
Charge: 0
SMILES: O=CC(=O)CBr

=====

Q) Formula: C3H3BrO2
Source: the OMol25 dataset
Level of theory: ωB97M-V with the def2-TZVPD basis set

Structure (XYZ):
```
9
Properties=species:S:1:pos:R:3:mulliken_charge:R:1
C -0.178 0.593 0.613 -0.576
C -0.334 -2.170 -0.248 0.173
C -1.039 -0.062 -0.157 0.365
O -0.719 -1.088 -0.970 -0.262
O -0.304 -2.366 0.898 -0.352
Br -2.851 0.456 -0.083 -0.138
H -0.524 1.132 1.501 0.252
H 0.870 0.350 0.593 0.284
H 0.078 -2.903 -1.082 0.253
```

Properties
LUMO energy (eV): 0.77
HOMO (eV): -9.67
Multiplicity: 1
Charge: 0
SMILES: C=C(Br)OC=O

=====

Quick one: least stable of them? P)

=====

P) Formula: C2HClN2OS
Source: the OMol25 dataset
Level of theory: ωB97M-V with the def2-TZVPD basis set

Structure (XYZ):
```
8
Properties=species:S:1:pos:R:3:mulliken_charge:R:1
C -0.192 0.700 -0.714 0.484
C 0.631 -0.148 0.358 -0.086
N -1.534 0.373 -0.561 -0.277
N -1.810 -0.461 0.283 -0.046
O 0.417 1.463 -1.382 -0.394
S -0.643 -1.169 1.212 0.111
Cl 1.937 -1.135 -0.407 -0.140
H 1.194 0.376 1.211 0.348
```

Properties
LUMO energy (eV): -1.42
HOMO (eV): -9.95
Multiplicity: 1
Charge: 0
SMILES: O=C1N=NS[C@H]1Cl

=====

Q) Formula: C2HClN2OS
Source: the OMol25 dataset
Level of theory: ωB97M-V with the def2-TZVPD basis set

Structure (XYZ):
```
8
Properties=species:S:1:pos:R:3:mulliken_charge:R:1
C 0.388 -0.191 0.123 0.569
C -0.947 -0.172 0.051 0.097
H 2.408 -0.744 0.486 0.185
N -0.480 1.995 -0.277 -0.164
N -1.377 1.068 -0.185 -0.162
O 0.655 1.153 0.080 -0.173
S 1.432 -1.550 -0.213 -0.190
Cl -2.078 -1.558 -0.065 -0.163
```

Properties
LUMO energy (eV): -0.33
HOMO (eV): -9.77
Multiplicity: 1
Charge: 0
SMILES: Sc1onnc1Cl

=====

Quick one: least stable of them? Q)